(1)
Below is a cluster of 2 separate species, C2H9NO2 in total at a distorted geometry, with properties calculated with ωB97M-V/def2-TZVPD.

XYZ file:
```
14
Properties=species:S:1:pos:R:3:mulliken_spin:R:1
C -0.3991 1.7197 -0.0411 0.50
N 0.6860 0.9363 0.4910 -0.15
C 1.5559 0.2741 -0.4535 0.65
O 1.0422 -0.6724 -1.4454 -0.23
H -1.2714 1.1531 -0.4985 -0.03
H -0.0180 2.4248 -0.7488 0.01
H -0.8367 2.3748 0.7710 -0.16
H 0.5772 0.4812 1.3979 -0.23
H 2.0860 1.0094 -1.1050 -0.01
H 2.2946 -0.2492 0.2232 -0.09
H 0.2766 -1.0700 -1.0374 0.13
H -2.7103 -2.5763 1.1130 -0.57
H -1.3270 -3.2352 0.8211 -0.41
O -1.9560 -2.5704 0.5125 1.61
```

* 2S+1: 2
* energy relative to the best compared isomer or geometry (same formula, charge and spin): 32.88 kJ/mol
* charge: -1
* calculated total energy: -7803.2694 eV
* HOMO (spin up / spin down): 1.008 / -5.803 eV
* <S²>: 0.7503
* LUMO (spin up / spin down): 0.145 / 0.139 Eh
* gap between HOMO and LUMO (spin up / spin down): 2.942 / 9.591 eV

***

(2)
Below is a cluster of 3 separate species, C2H9NO2 in total at a distorted geometry, with properties calculated with ωB97M-V/def2-TZVPD.

XYZ file:
```
14
Properties=species:S:1:pos:R:3:mulliken_charge:R:1
C 0.1841 1.1592 -0.9409 -0.45
N -1.1699 0.8615 -1.2450 -0.35
C -1.1039 -1.0486 0.8760 -0.76
O -0.0172 -0.8059 1.6682 -0.56
H 0.7043 2.0778 -1.2486 0.38
H 1.0072 0.4125 -1.1639 0.35
H 0.0427 0.8314 0.1098 0.26
H -1.1450 1.1811 -2.2333 0.29
H -0.8212 -1.4247 -0.1262 0.33
H -1.4504 -0.0764 0.5239 0.35
H -1.9459 -1.3568 1.4925 0.33
H 2.8310 -0.5315 0.6216 0.21
H 0.9381 -0.8874 1.4033 0.42
O 1.9460 -0.3922 0.2625 -0.79
```

* energy relative to the best compared isomer or geometry (same formula, charge and spin): 781.09 kJ/mol
* calculated total energy: -7796.6305 eV
* HOMO: -8.870 eV
* LUMO: -0.142 Eh
* gap between HOMO and LUMO: 4.993 eV

***

(3)
Below is a cluster of 3 separate species, C2H9NO2 in total at a distorted geometry, with properties calculated with ωB97M-V/def2-TZVPD.

XYZ file:
```
14
Properties=species:S:1:pos:R:3:mulliken_charge:R:1
C 0.7068 0.5505 -0.6684 -1.04
C 0.0538 0.7673 0.4754 0.37
N -1.0409 1.6073 0.5979 -0.47
H 0.4347 1.1226 -1.5447 0.35
H 1.4564 -0.2145 -0.6472 0.09
H 0.3006 0.3621 1.4448 0.29
H -1.5312 1.9380 -0.2169 0.22
H -1.6596 1.4717 1.3833 0.21
H 2.1688 -1.8413 1.7700 0.32
H 2.7693 -1.1343 0.5433 0.31
O 2.4462 -0.9840 1.4343 -0.64
H -1.4110 -0.9055 -1.8987 0.33
H -2.4024 -1.4465 -0.8637 0.31
O -2.2918 -1.2933 -1.8093 -0.66
```

* energy relative to the best compared isomer or geometry (same formula, charge and spin): 47.82 kJ/mol
* calculated total energy: -7804.2302 eV
* HOMO: -8.296 eV
* LUMO: 0.025 Eh
* gap between HOMO and LUMO: 8.989 eV

***

(4)
Below is a cluster of 2 separate species, C2H9NO2 in total at a distorted geometry, with properties calculated with ωB97M-V/def2-TZVPD.

XYZ file:
```
14
Properties=species:S:1:pos:R:3:mulliken_charge:R:1
C 1.2012 -0.9669 -0.4867 -0.48
O 1.3773 -1.7351 -1.6750 -0.53
C 0.0426 0.0590 -0.7084 -0.22
N 0.1811 1.2714 0.1301 -0.61
H 0.8419 -1.6216 0.3101 0.27
H 2.1134 -0.4849 -0.1372 0.34
H 0.8441 -2.5103 -1.5864 0.31
H 0.0308 0.3520 -1.7552 0.24
H -0.8767 -0.4871 -0.4741 0.17
H 0.9910 1.1347 0.7135 0.21
H -0.6297 1.3892 0.7173 0.32
H -2.6450 0.4033 2.2840 0.32
H -1.9983 1.5928 2.9550 0.32
O -2.3126 1.3060 2.1016 -0.66
```

* energy relative to the best compared isomer or geometry (same formula, charge and spin): 38.55 kJ/mol
* calculated total energy: -7804.3263 eV
* HOMO: -8.974 eV
* LUMO: 0.021 Eh
* gap between HOMO and LUMO: 9.551 eV

***

(5)
Below is a cluster of 2 separate species, C2H9NO2 in total at a distorted geometry, with properties calculated with ωB97M-V/def2-TZVPD.

XYZ file:
```
14
Properties=species:S:1:pos:R:3:mulliken_charge:R:1
C -1.8500 1.0601 -1.2757 -0.31
O -1.8756 0.1742 -2.3251 -0.47
C -0.5570 1.2240 -0.3261 -0.53
N 0.3063 0.1288 -0.4049 -0.54
H -2.6514 0.7755 -0.6271 0.30
H -1.8520 2.1154 -1.5911 0.24
H -0.9803 0.1053 -2.6429 0.25
H -1.0151 1.4306 0.6492 0.29
H 0.0454 2.1376 -0.3838 0.32
H -0.0881 -0.8364 -0.3172 0.23
H 0.8792 0.1720 -1.1314 0.22
H 3.3777 -2.2899 2.8718 0.30
H 2.5455 -1.8788 4.0064 0.31
O 3.3803 -2.2163 3.7765 -0.61
```

* energy relative to the best compared isomer or geometry (same formula, charge and spin): 122.65 kJ/mol
* calculated total energy: -7803.4547 eV
* HOMO: -9.007 eV
* LUMO: 0.024 Eh
* gap between HOMO and LUMO: 9.663 eV

***

(6)
Below is a cluster of 3 separate species, C2H9NO2 in total at a distorted geometry, with properties calculated with ωB97M-V/def2-TZVPD.

XYZ file:
```
14
Properties=species:S:1:pos:R:3:mulliken_charge:R:1
C 1.2970 1.1460 0.1572 -0.94
C -0.7776 1.0292 0.6486 -0.16
N 0.0992 0.1857 0.2022 -0.49
H 1.3580 1.7396 -0.7464 0.27
H 2.1826 0.5389 0.2059 0.29
H 1.4504 1.7734 1.0444 0.41
H -0.7216 1.4883 1.6550 0.30
H -1.6837 1.3396 0.1119 0.22
H -0.8190 -0.2843 -1.3961 0.45
H -1.5097 -1.4204 -2.1913 0.31
O -1.3667 -0.4574 -2.1701 -0.71
H 0.4702 -2.9598 0.4467 0.31
H 0.0907 -1.5956 0.9370 0.40
O -0.0697 -2.5233 1.0951 -0.66
```

* energy relative to the best compared isomer or geometry (same formula, charge and spin): 245.79 kJ/mol
* calculated total energy: -7802.1784 eV
* HOMO: -9.590 eV
* LUMO: -0.020 Eh
* gap between HOMO and LUMO: 9.034 eV

***

(7)
Below is a cluster of 2 separate species, C2H9NO2 in total at a distorted geometry, with properties calculated with ωB97M-V/def2-TZVPD.

XYZ file:
```
14
Properties=species:S:1:pos:R:3:mulliken_spin:R:1
C -0.4081 -0.5301 2.8186 0.00
O -1.3302 -0.6144 1.6946 0.00
H 0.3561 -1.4095 2.8400 0.00
H -0.8827 -0.4116 3.8253 0.00
H 0.3935 0.2657 2.5165 0.00
H -1.5586 -1.5563 1.5430 0.00
N -0.3723 0.0310 -1.5449 0.72
C 0.5063 0.5885 -2.4605 0.02
O 1.4797 1.4334 -1.9854 0.13
H -0.3113 -0.9500 -1.3955 0.00
H -0.2776 0.4545 -0.5244 -0.02
H -0.0451 1.1081 -3.2479 0.10
H 1.0678 -0.2217 -2.8636 0.07
H 1.3824 1.8123 -1.2160 0.00
```

* 2S+1: 2
* energy relative to the best compared isomer or geometry (same formula, charge and spin): 300.16 kJ/mol
* charge: +1
* calculated total energy: -7793.6129 eV
* HOMO (spin up / spin down): -14.405 / -14.400 eV
* <S²>: 0.7550
* LUMO (spin up / spin down): -0.139 / -0.347 Eh
* gap between HOMO and LUMO (spin up / spin down): 10.624 / 4.967 eV

***

(8)
Below is a cluster of 2 separate species, C2H9NO2Si2 in total at a distorted geometry, with properties calculated with ωB97M-V/def2-TZVPD.

XYZ file:
```
16
Properties=species:S:1:pos:R:3:mulliken_charge:R:1
C 2.7062 -0.1647 0.5033 -0.44
C 2.2585 -1.2401 -0.0601 -0.29
N 0.2937 -0.1517 -1.3742 0.15
O -0.7359 -1.0073 -1.2141 -0.13
O 0.2479 0.9464 -0.5642 -0.16
Si -2.3081 -1.0702 -0.7285 0.32
Si -0.4070 1.5921 0.7778 0.29
H 3.4983 -0.1726 1.2105 0.27
H 2.2507 0.8489 0.1997 0.22
H 2.5941 -2.2790 -0.3198 0.32
H -2.5712 -2.4236 -1.0636 -0.12
H -3.2040 -0.2328 -1.7190 -0.06
H -2.4788 -0.4969 0.7208 -0.09
H -0.9282 0.8350 1.9924 -0.07
H -1.7210 2.1937 0.3831 -0.10
H 0.5049 2.8231 1.2559 -0.11
```

* energy relative to the best compared isomer or geometry (same formula, charge and spin): 354.99 kJ/mol
* calculated total energy: -23552.7945 eV
* HOMO (spin up / spin down): -8.785 / -8.335 eV
* LUMO (spin up / spin down): 0.017 / 0.008 Eh
* gap between HOMO and LUMO (spin up / spin down): 9.245 / 8.544 eV

***

(9)
Below is an isolated molecule of C2H9NO2Si2 at a distorted geometry, with properties calculated with ωB97M-V/def2-TZVPD.

XYZ file:
```
16
Properties=species:S:1:pos:R:3:mulliken_charge:R:1
C -0.0857 -1.2483 -1.7911 -0.54
C 0.7960 -0.3127 -1.5016 -0.26
N 0.8682 0.2100 0.0002 0.17
O 0.2252 1.4930 -0.1286 -0.32
O 0.1886 -0.6109 0.8435 -0.13
Si -1.3697 2.1442 -0.3306 0.41
Si 0.8314 -1.2788 2.2111 0.31
H -0.2758 -1.5492 -2.8040 0.28
H -0.8313 -1.5151 -1.0708 0.27
H 1.5254 0.2017 -2.0242 0.40
H -0.8810 3.2570 -1.2202 -0.08
H -1.8835 2.4620 1.0942 -0.07
H -2.2128 1.1892 -0.9963 -0.11
H 0.2367 -0.6132 3.3580 -0.11
H 2.3411 -1.0984 2.1879 -0.10
H 0.5272 -2.7305 2.1725 -0.11
```

* energy relative to the best compared isomer or geometry (same formula, charge and spin): 29.51 kJ/mol
* calculated total energy: -23556.1678 eV
* HOMO: -8.927 eV
* LUMO: 0.032 Eh
* gap between HOMO and LUMO: 9.809 eV

***

(10)
Below is a cluster of 3 separate species, C2H9NO4 in total at a distorted geometry, with properties calculated with ωB97M-V/def2-TZVPD.

XYZ file:
```
16
Properties=species:S:1:pos:R:3:mulliken_charge:R:1
O 2.2646 0.2246 0.1583 -0.57
C 1.3180 -0.3710 0.6734 0.12
N 0.1612 0.2027 1.1717 -0.20
C -0.6748 1.0970 0.5029 -0.42
O -1.5294 0.3682 -0.4911 -0.61
H 1.2700 -1.4754 0.7746 0.29
H -0.3409 -0.4075 1.7878 0.38
H -0.0325 1.6467 -0.1915 0.41
H -1.3152 1.7414 1.1413 0.24
H -1.1848 0.4441 -1.4261 0.35
H -2.2075 -2.5560 1.3313 0.32
H -1.8709 -1.2872 0.6202 0.32
O -2.1110 -1.6019 1.4839 -0.63
H 2.3219 0.0883 -1.9695 0.34
H 2.1264 1.3726 -2.8585 0.30
O 1.8047 0.5135 -2.7087 -0.64
```

* energy relative to the best compared isomer or geometry (same formula, charge and spin): 118.70 kJ/mol
* calculated total energy: -11899.5991 eV
* HOMO: -10.346 eV
* LUMO: 0.023 Eh
* gap between HOMO and LUMO: 10.963 eV